# 1
DFT (ωB97M-V with the def2-TZVPD basis set) results for C10H25N5O2P2Pd as an isolated structure.

As for the HOMO energy (spin up / spin down): -0.56325 / -0.56325 Ha. The net charge is +2. The calculation puts the energy above the lowest of the compared OMol25 structures with the same formula, charge and spin at 122.8 kJ/mol.

Structure (XYZ):
```
45
Properties=species:S:1:pos:R:3:forces:R:3
Pd -0.6292 -0.2351 0.0648 2.0 0.6 -0.8
N -1.3722 1.9256 -0.4449 -0.1 -0.5 0.0
N -0.4156 2.7010 0.2542 -0.2 0.2 0.0
C 0.8589 2.2026 0.4589 0.0 0.0 0.0
O 1.6797 2.8361 1.0844 0.1 -0.1 -0.1
O 1.0437 0.9938 -0.0205 -0.4 0.1 0.6
H -1.3875 2.1391 -1.4395 0.0 0.1 0.0
H -2.2772 2.1586 -0.0516 -0.1 -0.1 -0.1
H -0.5057 3.7065 0.2190 -0.1 0.0 0.0
C 3.4862 -1.9259 3.4064 -0.2 -0.1 0.0
N 3.5374 -0.5357 2.7577 -0.1 0.0 -0.1
C 2.9071 0.4841 3.7352 -0.2 0.0 0.0
N 1.5947 0.0678 4.0990 0.1 0.1 0.0
C 1.5966 -1.2646 4.6941 0.0 0.0 -0.1
N 2.1461 -2.2541 3.7661 0.0 -0.1 -0.1
C 1.2703 -2.5171 2.6225 0.1 0.1 -0.2
P 1.0530 -0.9658 1.6260 -1.0 0.0 0.0
C 2.8336 -0.5119 1.4267 0.0 -0.1 -0.2
C 0.6333 0.2014 3.0086 0.1 -0.1 0.0
H 4.1219 -1.8885 4.2890 0.0 0.1 0.0
H 3.8966 -2.6380 2.6931 0.0 0.0 -0.1
H 4.5119 -0.2686 2.6018 0.0 0.0 0.0
H 2.8973 1.4472 3.2278 0.0 0.0 -0.1
H 3.5590 0.5209 4.6062 0.0 -0.1 0.0
H 0.5802 -1.5443 4.9610 0.0 0.0 0.0
H 2.1997 -1.2523 5.6013 0.0 0.0 0.0
H 0.2979 -2.8689 2.9669 0.0 0.0 0.1
H 1.7057 -3.2968 1.9960 0.0 -0.1 0.0
H 2.8884 0.4906 1.0121 0.0 0.1 0.0
H 3.3293 -1.2039 0.7461 0.1 0.0 0.0
H -0.3742 -0.0037 3.3676 0.0 -0.1 0.1
H 0.6593 1.2240 2.6392 0.0 0.1 0.0
C -2.0295 -1.3664 -2.7210 0.1 0.1 0.0
P -1.6394 -1.9604 -1.0639 -0.4 0.0 0.9
C -3.1384 -2.7505 -0.4517 0.0 0.0 -0.1
C -0.4280 -3.2771 -1.2883 0.0 0.0 -0.1
H -2.4539 -2.1889 -3.3005 0.0 0.0 0.0
H -1.1259 -1.0097 -3.2148 0.0 0.0 0.0
H -2.7556 -0.5556 -2.6753 0.0 0.0 0.0
H -3.3866 -3.6015 -1.0893 0.0 0.0 0.0
H -3.9625 -2.0381 -0.4765 0.0 0.0 0.0
H -2.9995 -3.0966 0.5710 0.0 0.0 0.0
H -0.8512 -4.0636 -1.9160 0.0 0.0 0.0
H -0.1503 -3.6985 -0.3236 0.0 0.0 0.0
H 0.4605 -2.8736 -1.7728 0.0 0.0 0.0
```
Positions in Å, forces in eV/Å.

# 2
DFT (ωB97M-V with the def2-TZVPD basis set) results for C10H26AgN2O5 as an isolated structure.

As for the spin multiplicity: 2. As for the HOMO energy (spin up / spin down): -0.29255 / -0.28803 Ha. The net charge is 0. As for the expectation value of S²: 0.76. The calculation puts the energy above the lowest of the compared OMol25 structures with the same formula, charge and spin at 0.0 kJ/mol.

Structure (XYZ):
```
44
Properties=species:S:1:pos:R:3:forces:R:3
Ag 0.3196 -0.1625 0.6816 0.6 0.3 1.5
C 4.1939 -1.5396 1.8859 -0.1 -0.4 0.4
C 2.8343 -0.9893 1.5036 -0.7 0.5 -0.5
O 2.6133 -0.6754 0.2754 0.3 -0.4 0.4
O 1.9505 -0.8771 2.3862 0.7 -0.3 -0.1
H 4.1367 -2.6329 1.8336 0.0 0.1 -0.1
H 4.3947 -1.3192 2.9347 0.0 0.1 -0.1
H 5.0114 -1.2107 1.2530 -0.1 0.1 -0.1
O -1.0183 0.1581 2.3294 -0.1 -0.2 -1.0
H -1.8381 -0.1654 1.9277 0.1 0.1 0.3
C 0.2185 4.2854 0.3256 0.1 -0.4 0.0
C 0.1765 2.7483 0.1714 0.4 0.6 0.4
C 0.6760 2.3892 -1.2141 0.0 -0.2 0.2
O 0.6667 0.9867 -1.4017 -0.5 0.7 -0.1
C 1.3870 0.5764 -2.5305 0.6 0.1 -0.1
N 0.9964 2.0459 1.1885 -0.7 0.4 -0.2
H -0.0629 4.7909 -0.6001 -0.1 0.0 0.1
H 1.2296 4.5997 0.5919 0.0 0.0 -0.1
H -0.4551 4.5976 1.1217 0.0 0.1 0.0
H -0.8475 2.4141 0.3502 0.0 -0.2 -0.3
H 1.7088 2.7611 -1.3074 -0.1 0.0 -0.1
H 0.0408 2.9018 -1.9497 0.1 -0.2 -0.1
H 1.0286 1.0821 -3.4337 -0.1 -0.2 0.0
H 1.2954 -0.5032 -2.6024 -0.1 0.0 -0.1
H 2.4543 0.8064 -2.4077 -0.1 0.0 0.0
H 1.9608 2.3675 1.1530 0.0 -0.3 -0.1
H 0.6419 2.2977 2.1086 0.0 -0.4 0.0
C -1.8845 -3.9659 -0.7035 0.1 -0.3 0.1
C -1.4982 -2.5020 -0.7957 0.4 -0.1 0.0
C -2.6211 -1.6480 -0.3152 -0.4 0.8 0.1
O -2.2389 -0.2989 -0.4645 -0.3 0.2 -0.2
C -3.2642 0.6236 -0.1400 0.3 0.6 0.1
N -0.2265 -2.2067 -0.0531 -0.7 -1.6 -0.4
H -2.1978 -4.2394 0.3095 0.1 0.1 0.0
H -1.0269 -4.5942 -0.9540 -0.1 -0.1 -0.1
H -2.7178 -4.2144 -1.3617 0.1 0.0 -0.1
H -1.3577 -2.2251 -1.8434 0.3 0.0 0.0
H -2.8945 -1.8602 0.7278 0.0 -0.1 0.0
H -3.4946 -1.8215 -0.9584 -0.1 -0.2 0.2
H -3.1848 1.4888 -0.8087 0.0 -0.3 -0.1
H -3.1225 1.0333 0.8705 -0.1 -0.3 0.0
H -4.2608 0.1907 -0.2360 0.0 -0.1 0.0
H -0.2279 -2.8331 0.7593 -0.1 0.5 0.2
H 0.5048 -2.6606 -0.6076 0.2 0.7 0.0
```
Positions in Å, forces in eV/Å.

# 3
DFT (ωB97M-V with the def2-TZVPD basis set) results for C10H26OSb as an isolated structure.

As for the HOMO energy: -0.13192 Ha. The net charge is -1.

Structure (XYZ):
```
38
Properties=species:S:1:pos:R:3:forces:R:3
C 4.3767 2.0698 0.8331 1.1 0.4 -0.4
C 4.1442 1.3661 -0.6304 0.4 0.4 -0.7
C 4.3140 -0.2642 -0.6530 -0.2 0.0 -0.2
C 3.3195 -1.0823 0.3624 0.5 -1.2 0.3
C 2.0130 -1.7665 -0.3950 0.4 0.7 0.4
C 0.6293 -0.8973 -0.2614 1.1 0.8 -2.0
Sb -1.0385 -2.0559 0.6986 -0.1 -0.2 -0.3
C -2.5598 -0.6433 -0.0725 -2.1 1.7 -0.2
C -3.2861 0.2546 1.1324 0.6 -1.6 -0.6
O -4.7432 0.3457 0.8182 1.3 3.0 -0.5
C -5.0312 1.6186 0.0956 -1.2 -0.7 -0.5
C -4.7741 1.5029 -1.5373 0.7 0.4 0.9
H 4.1253 1.3856 1.7532 0.1 1.5 -1.9
H 5.5436 2.2981 0.9122 -2.4 -0.5 0.0
H 3.8405 3.1290 0.8735 1.0 -2.4 0.1
H 4.9971 1.8005 -1.3437 -1.8 -0.9 1.4
H 3.1257 1.7364 -1.1275 2.0 -1.1 1.3
H 4.1018 -0.6730 -1.7511 0.4 1.0 2.3
H 5.4482 -0.5353 -0.4347 -2.3 0.7 -0.3
H 3.9557 -2.0051 0.7738 -1.2 2.0 -0.8
H 3.0185 -0.4688 1.3355 0.5 -1.2 -2.3
H 1.8542 -2.8236 0.0822 0.2 1.9 -0.8
H 2.3361 -1.9299 -1.5140 -0.7 0.3 2.1
H 0.2519 -0.6568 -1.3671 0.7 -0.4 2.2
H 0.7577 0.1517 0.2650 0.0 -2.1 -0.8
H -0.7702 -1.0980 2.1318 0.0 0.3 0.5
H -2.3530 -2.9147 1.5153 -0.2 0.0 0.1
H -1.3087 -3.0180 -0.7696 0.1 0.0 -0.3
H 0.0474 -3.3385 1.2256 0.3 0.0 0.2
H -2.1445 0.0592 -0.9135 -0.7 -1.2 1.5
H -3.4487 -1.2803 -0.5482 1.9 1.3 1.0
H -2.7817 1.3114 1.2776 -1.1 -2.0 -0.3
H -3.2263 -0.3669 2.1424 -0.1 1.4 -2.1
H -6.2065 1.7786 0.2154 2.5 -0.2 0.0
H -4.4504 2.5271 0.5779 -1.1 -1.8 -1.0
H -3.6179 1.4818 -1.7325 -2.3 -0.1 0.3
H -5.1978 2.4860 -2.0207 0.6 -2.0 0.7
H -5.2617 0.5153 -1.9495 0.9 2.1 0.8
```
Positions in Å, forces in eV/Å.

# 4
DFT (ωB97M-V with the def2-TZVPD basis set) results for C10H27AsAuO5 as an isolated structure.

As for the HOMO energy: -0.74087 Ha. The net charge is +3. The calculation puts the energy above the lowest of the compared OMol25 structures with the same formula, charge and spin at 0.0 kJ/mol.

Structure (XYZ):
```
44
Properties=species:S:1:pos:R:3:forces:R:3
Au -0.2678 -0.3392 0.2030 -0.1 -0.3 0.3
C 0.5361 1.1890 2.6796 -0.1 0.2 0.1
O -0.5855 0.5189 1.9801 -0.3 0.4 0.3
C -1.3421 -0.4669 2.7951 0.1 -0.1 0.1
C -0.6497 -1.8038 2.6807 0.2 0.2 0.0
O -0.6194 -2.0116 1.2301 -0.3 -0.4 0.2
C -0.0194 -3.1711 0.5641 0.2 0.1 -0.2
C -0.4531 -2.9718 -0.8696 0.0 -0.1 0.1
O -0.0178 -1.6128 -1.3071 0.1 -0.2 -0.6
C 1.2853 -1.5726 -2.0093 0.0 -0.1 -0.1
H 0.0751 1.8738 3.3879 0.0 0.0 0.0
H 1.0963 1.7348 1.9278 0.0 0.0 0.0
H 1.1553 0.4490 3.1757 0.0 0.0 -0.1
H -2.3378 -0.4951 2.3569 0.0 0.0 0.0
H -1.4122 -0.1068 3.8205 0.1 0.1 0.0
H -1.2047 -2.6100 3.1601 -0.1 0.0 -0.1
H 0.3734 -1.7869 3.0540 0.0 0.0 0.0
H -0.3906 -4.0955 1.0062 -0.2 0.1 0.0
H 1.0626 -3.1065 0.6750 0.0 0.0 0.1
H -1.5342 -2.9771 -0.9850 0.0 0.0 0.0
H -0.0105 -3.7124 -1.5343 0.1 0.1 -0.1
H 1.1497 -2.1305 -2.9333 0.0 0.0 0.0
H 2.0527 -2.0202 -1.3813 0.0 0.0 0.0
H 1.4922 -0.5285 -2.2193 0.0 0.0 0.0
C -1.0299 4.0008 -0.8649 0.0 0.0 0.0
As -1.1035 2.3056 -1.7182 0.0 -0.1 0.1
C -0.4372 2.4221 -3.4935 0.0 0.0 0.0
C -2.8577 1.5636 -1.6641 0.0 -0.1 0.0
O 0.0321 1.2507 -0.8616 0.1 0.2 -0.1
H -1.6428 4.6829 -1.4558 0.0 0.0 0.0
H 0.0018 4.3463 -0.8590 0.0 0.0 0.0
H -1.4205 3.9416 0.1479 0.0 0.0 0.0
H -1.0438 3.1719 -4.0040 0.0 0.0 -0.1
H -0.5262 1.4670 -4.0051 0.0 0.0 0.0
H 0.6000 2.7490 -3.4607 0.0 0.0 0.0
H -3.5070 2.2139 -2.2526 0.0 0.0 0.0
H -3.2202 1.5371 -0.6380 0.0 0.0 0.0
H -2.8575 0.5692 -2.1072 0.0 0.0 0.0
C 3.4476 -0.5308 0.7099 -0.1 -0.1 0.1
O 2.3044 -1.1768 1.3458 0.1 0.2 -0.2
H 4.1698 -1.2720 0.3739 0.0 0.0 0.0
H 3.9324 0.1567 1.3991 0.0 0.0 0.0
H 3.0675 0.0268 -0.1434 0.0 0.0 0.0
H 2.6565 -1.6717 2.0938 0.1 -0.1 0.1
```
Positions in Å, forces in eV/Å.